[1]
A gas-phase ion, C5H6NS (charge +1). Source: the Open Molecules 2025 dataset; level of theory: ωB97M-V/def2-TZVPD.

Its lowest unoccupied orbital energy is -6.86 eV. As for the net charge: +1. The calculation puts the largest force on an atom at 0.0840 hartree/bohr. The orbital gap is 0.2876 hartree. The energy above the lowest of the compared OMol25 structures with the same formula, charge and spin is 2.4858 eV.

Atoms and positions in Å:
C 1.720 -1.555 0.189
C 2.765 -0.841 -0.236
C 1.257 0.752 -0.389
C 0.480 -0.804 0.033
C -2.173 0.394 -0.150
N 2.507 0.549 -0.392
S -1.108 -1.038 0.263
H 1.761 -2.664 0.249
H 3.838 -1.146 -0.210
H 1.016 1.752 -0.538
H -1.662 1.032 -0.860
H -2.449 0.779 0.781
H -3.054 0.087 -0.663

Results of the Mulliken charge analysis, in e, for atoms 1 through 8: atom 1 (C): -0.52, atom 2 (C): -0.17, atom 3 (C): -0.10, atom 4 (C): 0.62, atom 5 (C): -0.78, atom 6 (N): -0.37, atom 7 (S): 0.08, atom 8 (H): 0.37

***

[2]
A molecular structure, C3H6NOP. Source: the Open Molecules 2025 dataset; level of theory: ωB97M-V/def2-TZVPD.

Its lowest unoccupied orbital energy is 0.92 eV. As for the net charge: 0. The calculation puts the largest force on an atom at 0.1072 hartree/bohr. The orbital gap is 0.3742 hartree. The energy above the lowest of the compared OMol25 structures with the same formula, charge and spin is 2.7761 eV.

Atoms and positions in Å:
C 0.990 0.786 -0.432
C 0.854 -0.529 -1.152
C -0.139 -0.246 1.098
N 0.501 0.821 0.733
O 0.208 -1.364 -0.274
P -1.985 -0.205 0.876
H 1.503 1.652 -0.854
H 0.188 -0.385 -1.903
H 1.813 -0.935 -1.304
H 0.198 -0.809 2.000
H -1.976 0.217 -0.542
H -2.155 0.996 1.756

Results of the Mulliken charge analysis, in e, for atoms 1 through 8: atom 1 (C): -0.19, atom 2 (C): -0.28, atom 3 (C): -0.01, atom 4 (N): -0.37, atom 5 (O): -0.56, atom 6 (P): -0.05, atom 7 (H): 0.37, atom 8 (H): 0.30

***

[3]
A molecular structure, C11H26NO7S5. Source: the Open Molecules 2025 dataset; level of theory: ωB97M-V/def2-TZVPD.

Its lowest unoccupied orbital energy is 2.27 eV. As for the net charge: -1. The calculation puts the largest force on an atom at 0.0827 hartree/bohr. The orbital gap is 0.2643 hartree.

Atoms and positions in Å:
C -1.302 2.921 -0.184
C -0.306 3.125 0.504
C 0.617 3.304 1.755
C 1.677 2.130 1.953
C 1.283 0.728 1.305
S -0.311 0.015 1.895
O -1.000 0.860 2.906
O -0.031 -1.337 2.464
N -1.440 -0.188 0.618
S -0.694 -0.811 -0.751
O 0.438 -1.745 -0.432
O -0.209 0.248 -1.703
H -2.155 2.578 -0.828
H 1.224 4.251 1.546
H 0.055 3.470 2.717
H 2.630 2.468 1.416
H 1.990 1.965 3.033
H 2.094 -0.010 1.624
H 1.377 0.827 0.186
H -1.582 -1.573 -1.507
C 2.602 -4.026 -0.365
S 3.935 -4.666 0.662
O 4.926 -5.323 -0.244
C 2.964 -5.972 1.439
H 2.996 -3.213 -0.974
H 2.221 -4.815 -1.016
H 1.801 -3.643 0.270
H 2.561 -6.641 0.676
H 2.152 -5.528 2.016
H 3.616 -6.537 2.107
C -0.309 5.879 -2.796
S 1.274 5.682 -1.958
O 1.114 6.204 -0.572
C 2.149 6.941 -2.912
H -1.029 5.205 -2.330
H -0.658 6.908 -2.698
H -0.199 5.618 -3.850
H 1.647 7.905 -2.806
H 2.180 6.646 -3.962
H 3.167 7.019 -2.529
C -4.208 -3.507 1.659
S -3.378 -3.995 0.135
O -2.585 -2.827 -0.330
C -4.869 -4.075 -0.880
H -3.452 -3.361 2.430
H -4.752 -2.574 1.505
H -4.895 -4.297 1.970
H -5.374 -3.107 -0.877
H -5.535 -4.847 -0.490
H -4.579 -4.330 -1.900

Results of the Mulliken charge analysis, in e, for atoms 1 through 8: atom 1 (C): -0.16, atom 2 (C): -0.31, atom 3 (C): -0.35, atom 4 (C): -0.66, atom 5 (C): -0.79, atom 6 (S): 1.04, atom 7 (O): -0.68, atom 8 (O): -0.66

***

[4]
A molecular structure, C27H67N4O16Zn. Source: the Open Molecules 2025 dataset; level of theory: ωB97M-V/def2-TZVPD.

Its lowest unoccupied orbital energy (spin up / spin down) is -0.76 / -0.76 eV. As for the spin multiplicity: 2. As for the net charge: 0. The calculation puts the largest force on an atom at 0.0993 hartree/bohr. The orbital gap (spin up / spin down) is 0.2757 / 0.2897 hartree.

Atoms and positions in Å:
C -19.890 -3.605 8.539
C -18.922 -4.577 9.222
C -17.752 -3.720 9.643
C -16.767 -4.428 10.589
C -17.438 -4.879 11.889
C -18.612 -5.824 11.589
N -19.514 -5.204 10.498
O -20.728 -5.768 10.200
C -19.459 -6.013 12.806
C -18.035 -7.172 11.149
C -18.329 -5.538 8.111
H -20.685 -4.163 8.045
H -19.433 -2.863 7.885
H -20.435 -3.051 9.304
H -18.197 -2.911 10.222
H -17.210 -3.222 8.839
H -15.959 -3.719 10.767
H -16.346 -5.276 10.049
H -17.690 -4.073 12.578
H -16.588 -5.379 12.352
H -19.794 -5.002 13.037
H -18.807 -6.405 13.587
H -20.346 -6.635 12.687
H -18.920 -7.783 10.971
H -17.310 -7.593 11.846
H -17.482 -7.223 10.212
H -17.576 -6.218 8.509
H -18.096 -5.053 7.163
H -19.165 -6.204 7.894
Zn -22.785 -3.373 14.249
O -20.767 -2.827 14.002
C -20.779 -2.177 12.715
C -22.166 -1.741 12.053
O -23.375 -2.239 12.592
H -20.105 -2.732 12.062
H -20.186 -1.263 12.717
H -21.972 -1.884 10.990
H -22.262 -0.655 12.034
C -26.066 0.237 12.249
C -26.318 -0.773 11.107
O -26.156 -2.036 11.529
O -24.691 0.418 12.501
H -26.514 -0.151 13.164
H -26.631 1.113 11.931
H -25.638 -0.471 10.310
H -27.293 -0.722 10.623
H -25.250 -2.139 11.828
H -24.261 -0.416 12.703
C -20.428 2.372 14.200
C -21.821 1.636 14.129
O -22.503 2.189 12.968
O -19.717 2.057 15.359
H -20.631 3.442 14.141
H -19.890 2.097 13.293
H -22.473 1.733 14.998
H -21.700 0.564 13.976
H -23.386 1.826 12.875
H -19.843 1.124 15.543
C -18.198 -2.126 16.621
C -18.440 -0.709 16.055
O -19.832 -0.571 15.655
O -18.038 -3.096 15.513
H -19.013 -2.340 17.313
H -17.295 -2.163 17.231
H -17.836 -0.385 15.208
H -18.324 0.024 16.853
H -20.081 -1.217 14.990
H -18.890 -3.162 15.076
C -21.370 -4.608 16.912
C -20.316 -5.619 16.374
O -20.845 -6.951 16.428
O -22.479 -4.780 16.037
H -21.052 -3.566 16.892
H -21.733 -4.863 17.907
H -19.427 -5.653 17.004
H -20.091 -5.353 15.341
H -21.313 -7.191 15.625
H -22.529 -5.722 15.859
C -24.311 -1.632 16.157
C -25.367 -2.335 15.284
O -24.780 -3.516 14.842
O -22.996 -1.725 15.637
H -24.481 -2.129 17.112
H -24.661 -0.601 16.210
H -25.780 -1.740 14.469
H -26.205 -2.702 15.878
H -25.511 -4.065 14.548
H -22.399 -1.313 16.267
O -22.338 -0.978 7.420
C -23.247 -0.222 7.874
N -24.532 -0.324 7.520
C -22.956 0.831 8.928
H -24.678 -0.881 6.691
H -25.153 0.448 7.721
H -22.632 0.440 9.892
H -23.776 1.473 9.249
H -22.156 1.404 8.459
O -24.859 -5.622 9.210
C -24.270 -4.636 9.615
N -23.766 -4.610 10.793
C -24.078 -3.378 8.781
H -23.691 -5.497 11.269
H -23.565 -3.758 11.298
H -24.646 -3.403 7.852
H -23.053 -3.134 8.502
H -24.433 -2.529 9.366
O -15.495 -1.130 11.217
C -16.056 -0.215 11.711
N -15.641 0.979 11.402
C -17.201 -0.390 12.680
H -14.846 1.231 10.832
H -16.155 1.801 11.684
H -17.455 0.495 13.264
H -16.910 -1.210 13.336
H -18.179 -0.681 12.296

Results of the Mulliken charge analysis, in e, for atoms 1 through 8: atom 1 (C): -1.53, atom 2 (C): 1.67, atom 3 (C): -1.23, atom 4 (C): -0.90, atom 5 (C): -0.75, atom 6 (C): 1.57, atom 7 (N): 1.08, atom 8 (O): -0.62